Entry 1:
This record from the OMol25 dataset describes a cluster of 3 separate species, C20H39N4O14P in total at a distorted geometry. The level of theory is ωB97M-V with the def2-TZVPD basis set.

The HOMO-LUMO gap is 7.8 eV. The multiplicity is 1. The HOMO energy comes out at -8.89 eV. As for the total energy: -65282.020 eV.

Cartesian coordinates (Å):
C1 4.122 -2.751 4.493
H1 4.010 -0.640 4.242
H2 4.809 -5.309 4.788
C2 0.042 2.176 0.469
H3 -3.855 -0.891 -3.446
H4 -1.027 4.509 4.057
H5 3.219 -1.185 5.709
H6 3.748 1.493 1.144
H7 -1.470 -0.030 -9.855
H8 -1.804 -3.272 -4.442
H9 1.041 4.056 -0.357
C3 3.380 -1.432 4.659
C4 0.459 -1.609 5.696
O1 3.620 2.338 0.658
H10 0.130 -0.959 8.254
H11 3.365 -5.131 3.733
N1 0.292 2.375 1.915
C5 1.707 2.197 2.316
O2 -1.330 4.166 -2.750
N2 -0.581 4.781 1.650
C6 -0.285 3.584 2.428
N3 -0.343 -1.049 -0.256
H12 -0.243 -0.740 -8.778
O3 -2.344 -1.335 -4.792
C7 1.076 -2.159 4.419
H13 -2.563 0.307 -3.608
H14 -2.238 -1.205 -2.728
C8 -0.433 2.517 4.632
H15 -1.023 1.785 0.385
O4 2.809 4.258 1.595
C9 -2.775 -0.760 -3.572
H16 -0.517 -2.081 5.865
O5 1.279 -1.912 6.820
H17 -3.893 0.087 -8.670
H18 4.123 -3.033 3.434
C10 1.148 -0.955 7.854
H19 3.194 -5.774 5.375
O6 1.051 3.260 -3.071
C11 -2.648 -2.723 -4.876
H20 -2.022 3.884 0.371
H21 1.406 0.044 7.488
O7 -2.128 -0.698 -8.009
H22 1.368 -3.204 4.525
H23 5.157 -2.633 4.839
N4 -0.616 3.644 3.681
H24 0.312 -2.123 3.638
C12 0.060 3.508 -0.383
O8 -4.098 -2.765 -6.870
H25 1.849 2.482 3.407
O9 0.862 1.128 -0.120
H26 -2.819 -4.234 -6.362
C13 -1.046 4.448 0.285
H27 -1.396 -1.807 -9.596
O10 2.160 -1.367 3.922
C14 2.743 3.057 1.492
C15 -3.496 -0.884 -8.347
P1 -0.378 3.154 -2.186
C16 -4.284 -1.378 -7.143
H28 -2.015 -2.795 -6.958
H29 1.939 1.086 2.280
H30 -0.576 1.231 -3.191
H31 1.478 4.104 -2.823
O11 -1.246 1.508 4.590
H32 -3.557 -2.956 -4.311
C17 -1.273 -0.825 -9.126
H33 -1.193 5.331 -0.390
H34 1.846 -1.220 8.649
C18 0.230 -0.089 0.035
O12 3.519 -3.766 5.282
H35 -5.348 -1.270 -7.373
O13 -0.965 1.614 -2.371
C19 -2.834 -3.141 -6.326
O14 0.522 2.515 5.424
H36 -4.092 -0.772 -6.257
C20 3.742 -5.060 4.759
H37 0.322 -0.527 5.595
H38 -3.598 -1.607 -9.165
H39 0.210 5.432 1.658

Entry 2:
This record from the OMol25 dataset describes a structure of composition C20H40AlNP3S2 at a distorted geometry. The level of theory is ωB97M-V with the def2-TZVPD basis set.

The HOMO-LUMO gap (alpha / beta) is 5.2 / 4.1 eV. The multiplicity is 1. Its charge is +3. The HOMO energy (alpha / beta) comes out at -16.19 / -16.15 eV. As for the total energy: -78983.824 eV.

Cartesian coordinates (Å):
H1 0.616 0.066 -3.906
C1 -0.942 -3.653 -0.620
C2 -3.961 0.353 -0.592
H2 -0.506 -6.605 -2.234
H3 4.224 1.904 1.850
H4 -4.829 0.890 2.673
H5 3.782 1.384 -3.469
H6 2.258 0.481 -4.444
H7 3.606 -0.390 3.054
H8 -4.274 2.092 -1.942
C3 -0.647 -5.546 -2.105
H9 -0.416 -0.018 3.456
H10 4.010 0.869 0.401
H11 -0.877 2.298 3.385
C4 1.994 1.990 3.310
H12 1.879 -1.197 -3.921
C5 -1.007 -3.369 -3.051
H13 1.682 3.007 3.043
C6 -1.965 2.245 3.251
C7 -1.258 -0.494 2.940
H14 3.269 2.493 0.453
S1 -0.828 -1.135 -1.598
H15 -0.623 -5.647 0.047
H16 -3.474 -0.239 -1.396
H17 -0.819 3.561 1.002
C8 -1.007 -2.843 -1.768
C9 0.551 3.663 -0.714
H18 -4.206 -0.772 2.736
H19 -0.852 -1.103 2.128
H20 -4.597 -0.236 0.097
H21 2.711 -2.082 -2.166
H22 4.588 0.344 -2.233
N1 -1.298 2.260 -0.707
C10 -0.752 1.980 -1.921
C11 1.681 -0.131 -3.739
H23 -2.283 3.165 2.744
C12 3.793 1.082 -2.413
S2 0.668 2.883 -2.272
P1 -2.419 0.761 2.306
H24 -2.468 2.194 4.224
H25 2.835 -1.335 1.741
H26 3.715 -1.257 -0.957
C13 -0.703 -5.006 -0.818
H27 1.937 -1.011 3.243
C14 -0.543 3.245 -0.016
Al1 -2.881 1.726 0.259
H28 -1.146 -2.671 -3.883
H29 -3.949 0.317 4.144
H30 1.234 4.435 -0.378
H31 1.302 1.587 4.060
H32 0.340 -1.163 -2.255
H33 3.010 2.018 3.727
C15 -4.009 0.263 3.043
P2 2.173 0.326 -1.996
H34 -1.773 -1.159 3.643
P3 1.977 0.951 1.789
H35 3.946 1.961 -1.778
C16 2.662 -0.596 2.533
H36 2.005 -1.625 -0.580
H37 -1.184 1.318 -2.673
C17 -0.760 -4.718 -3.234
H38 -0.698 -5.108 -4.251
C18 3.528 1.609 1.052
C19 2.705 -1.327 -1.372
C20 -4.373 1.756 -0.897
H39 -5.285 2.116 -0.377
H40 -1.072 -3.158 0.344

Entry 3:
This record from the OMol25 dataset describes a cluster of 5 separate species, C20H40BBrClIN7O14P2S in total at a distorted geometry. The level of theory is ωB97M-V with the def2-TZVPD basis set.

The HOMO-LUMO gap is 7.3 eV. The multiplicity is 1. Its charge is +1. The HOMO energy comes out at -11.05 eV. As for the total energy: -181221.517 eV.

Cartesian coordinates (Å):
H1 2.626 -3.042 1.188
H2 -6.198 -0.697 1.272
C1 -2.403 -2.275 2.537
C2 1.943 -4.165 -0.520
P1 1.613 -0.668 0.298
H3 -3.298 -3.196 -2.932
H4 2.601 -1.502 -4.882
H5 3.823 -0.653 -5.877
C3 2.475 5.863 -3.535
O1 -3.462 3.197 0.878
O2 1.417 -5.134 -0.845
O3 4.642 -4.234 2.127
H6 -1.136 2.924 -0.946
H7 0.429 -2.884 2.334
C4 -1.902 2.212 -0.627
C5 0.413 -3.036 1.256
O4 4.161 1.142 -4.040
O5 2.755 -3.510 -1.433
H8 -3.394 -2.219 -0.074
H9 -1.938 7.467 4.014
H10 -0.234 4.210 1.126
H11 5.691 -7.015 1.674
O6 -0.414 5.427 3.532
H12 4.303 -1.428 -4.335
H13 -3.658 -1.399 -1.560
N1 -0.779 -0.748 1.300
Br1 -4.054 3.891 -1.668
H14 0.850 2.488 -0.794
H15 -3.980 0.562 0.638
N2 -1.919 -0.760 -0.642
C6 -0.856 -1.769 -0.792
H16 2.135 2.457 0.392
B1 -0.628 2.060 1.552
C7 -5.192 -1.090 1.198
H17 -1.996 -0.233 2.938
C8 -3.314 -1.236 -0.543
Cl1 0.151 -1.023 -2.149
H18 -0.342 -3.810 1.094
H19 -2.862 -4.741 -1.146
H20 -5.179 -2.164 1.040
N3 3.240 0.363 -4.144
C9 -4.364 -0.318 0.130
H21 6.601 -5.612 2.312
H22 0.023 1.461 3.237
I1 -5.819 0.242 -1.401
H23 -0.665 -1.263 3.308
O7 0.879 5.361 -1.946
O8 3.445 -6.003 2.471
H24 0.950 3.405 2.125
H25 1.250 0.617 -0.148
H26 2.060 6.854 -3.698
C10 -3.094 3.035 -0.191
H27 2.506 -1.295 -0.586
H28 -1.891 -3.689 -3.936
C11 1.777 -3.661 0.903
C12 1.280 3.047 0.044
H29 -4.733 -0.850 2.158
O9 -0.192 6.598 1.728
O10 2.965 5.183 -1.375
C13 -1.381 0.072 0.359
H30 -2.371 -3.048 1.739
O11 -3.164 -2.413 3.406
C14 3.510 -0.911 -4.869
S1 2.393 -0.386 2.084
C15 0.319 3.274 1.247
H31 -2.258 7.698 2.270
H32 1.869 -4.545 1.525
C16 -2.226 -3.066 -3.114
H33 3.668 -3.628 -1.129
C17 5.739 -6.255 2.449
H34 -2.174 1.667 -1.530
H35 3.558 5.881 -3.587
H36 5.741 -6.706 3.437
H37 -2.842 6.222 3.096
N4 -0.781 6.277 2.743
C18 -1.439 -1.087 2.556
H38 -2.085 -2.024 -3.403
O12 2.114 0.538 -3.706
O13 -0.834 1.684 2.836
C19 0.031 -1.715 0.577
P2 -1.220 -3.428 -1.589
H39 2.063 5.146 -4.239
N5 -1.346 1.348 0.412
N6 2.074 5.431 -2.168
N7 4.506 -5.427 2.339
C20 -2.060 6.976 3.053
H40 1.704 4.000 -0.269
O14 -2.213 -4.320 -0.560

Entry 4:
This record from the OMol25 dataset describes a cluster of 10 separate species, C20H40Cl20 in total at a distorted geometry. The level of theory is ωB97M-V with the def2-TZVPD basis set.

The HOMO-LUMO gap is 10.8 eV. The multiplicity is 1. As for the SMILES: ClCCCl.ClCCCl.ClCCCl.ClCCCl.ClCCCl.ClCCCl.ClCCCl.ClCCCl.ClCCCl.ClCCCl. The HOMO energy comes out at -10.55 eV. As for the total energy: -271839.173 eV.

Cartesian coordinates (Å):
H1 -31.208 2.650 26.677
C1 -31.909 2.904 24.603
Cl1 -27.003 -0.005 24.762
C2 -28.568 0.388 25.564
H2 -37.747 -0.597 25.749
H3 -36.700 4.076 21.892
Cl2 -27.736 7.261 23.051
C3 -33.559 2.272 20.962
Cl3 -34.529 -2.967 21.611
H4 -32.713 3.462 24.122
H5 -31.602 2.011 24.059
C4 -27.042 4.091 28.441
C5 -25.835 3.212 28.182
H6 -36.771 3.194 23.464
H7 -38.616 4.856 23.099
C6 -37.638 5.185 23.449
H8 -29.377 7.365 25.485
Cl4 -25.996 3.385 23.913
H9 -35.593 -0.746 23.614
Cl5 -35.229 1.704 20.646
C7 -27.306 5.560 22.898
C8 -31.707 3.660 30.239
H10 -31.675 6.852 26.606
Cl6 -26.136 1.581 28.841
Cl7 -31.042 9.096 26.985
C9 -30.846 7.345 27.114
C10 -32.818 2.124 19.531
Cl8 -33.444 4.097 32.250
H11 -29.617 5.779 26.235
H12 -33.636 3.254 21.429
H13 -30.653 3.755 29.978
Cl9 -32.465 2.132 29.913
H14 -32.277 -3.773 21.444
Cl10 -35.284 0.832 25.412
Cl11 -32.804 -0.530 23.304
H15 -27.299 4.275 29.484
H16 -37.688 -1.776 24.448
H17 -32.882 2.030 26.348
C11 -29.605 6.854 26.420
C12 -32.132 2.786 26.115
Cl12 -28.564 3.483 27.623
Cl13 -37.252 6.747 22.705
C13 -28.908 -0.448 26.801
H18 -37.705 5.252 24.535
H19 -35.461 -1.478 25.282
H20 -30.865 6.996 28.146
C14 -36.617 4.156 22.975
H21 -33.089 1.508 21.582
C15 -35.867 -0.675 24.667
C16 -37.391 -0.767 24.733
H22 -29.385 0.335 24.845
H23 -24.929 3.590 28.655
H24 -31.203 -2.307 23.139
H25 -32.261 4.399 29.660
C17 -26.449 5.101 24.149
H26 -28.083 -0.224 27.478
Cl14 -35.027 4.682 23.466
Cl15 -28.190 7.281 27.352
C18 -32.739 -2.826 21.725
H27 -31.305 5.065 31.804
H28 -28.940 -1.533 26.703
H29 -26.921 5.136 25.131
Cl16 -38.117 0.411 23.642
H30 -26.825 5.385 21.935
H31 -33.238 2.704 18.709
H32 -28.240 5.008 22.787
C19 -31.685 4.048 31.711
H33 -31.764 2.390 19.618
H34 -31.069 3.382 32.315
H35 -32.690 -2.806 23.938
Cl17 -32.728 0.406 19.096
H36 -32.510 -2.180 20.878
H37 -25.501 5.634 24.226
Cl18 -30.536 3.986 24.298
C20 -32.289 -2.222 23.110
H38 -26.771 5.035 27.967
H39 -25.519 3.088 27.146
Cl19 -30.510 0.075 27.398
Cl20 -32.833 4.284 26.805
H40 -28.439 1.438 25.829

Entry 5:
This record from the OMol25 dataset describes a structure of composition C20H40Cl7CrO6 at a distorted geometry. The level of theory is ωB97M-V with the def2-TZVPD basis set.

The HOMO-LUMO gap (alpha / beta) is 7.6 / 8.6 eV. The multiplicity is 4. Its expectation value of S² is 3.823. The HOMO energy (alpha / beta) comes out at -9.07 / -9.07 eV. As for the total energy: -149754.737 eV.

Cartesian coordinates (Å):
H1 4.295 -1.053 1.735
C1 0.000 -3.218 3.016
C2 0.956 -3.449 -1.095
H2 -5.801 0.671 -2.963
H3 -0.788 -2.067 -3.712
H4 -4.079 0.774 -2.876
C3 -5.088 1.638 -1.122
C4 1.421 -2.654 2.940
C5 -1.480 4.127 2.122
H5 -3.974 -2.376 4.200
C6 -4.698 -1.417 2.434
C7 1.676 -1.206 3.342
H6 -2.791 -1.243 3.487
Cl1 1.637 3.217 -1.548
C8 2.674 -0.817 -4.964
Cl2 3.679 2.990 2.582
H7 -3.577 3.234 -1.003
H8 -0.981 -3.697 -2.866
H9 1.768 -3.150 -0.432
C9 2.501 0.423 -4.087
H10 -3.878 0.142 1.275
H11 -5.005 2.257 -3.191
H12 5.182 -1.510 0.304
H13 -0.664 -2.947 2.194
H14 -3.106 -1.507 0.965
H15 0.243 -3.983 -0.466
H16 2.773 2.624 -4.257
C10 -4.007 -0.937 1.190
H17 -2.268 3.375 2.076
O1 -6.055 1.330 -0.424
H18 -4.179 -0.527 4.221
H19 -0.514 3.624 2.160
C11 -3.847 -1.420 3.692
C12 3.097 1.677 -4.691
C13 4.863 1.173 -0.130
O2 2.353 -3.333 2.464
C14 -3.918 2.343 -0.476
O3 2.637 0.368 -0.488
H20 1.318 -4.142 -1.854
O4 -5.872 -1.850 2.341
Cl3 -0.177 0.963 0.883
Cl4 -1.238 1.179 -2.803
H21 0.754 -0.728 3.673
C15 2.148 2.630 3.476
H22 0.234 -4.283 3.006
H23 3.487 -1.996 0.448
H24 -1.774 -2.247 -2.360
H25 5.809 0.697 -0.390
H26 4.182 1.717 -4.789
C16 4.199 -1.199 0.659
H27 4.678 1.889 -0.931
H28 2.054 -0.643 2.489
H29 1.446 2.221 2.749
H30 2.526 -0.603 -6.022
H31 -4.713 -1.104 0.377
Cl5 -1.774 5.106 0.681
C17 -0.838 -2.621 -2.774
C18 -4.990 1.321 -2.634
Cl6 -1.607 5.115 3.671
H32 -4.206 2.620 0.538
O5 1.882 0.475 -3.043
Cr1 0.711 1.007 -1.357
Cl7 1.603 4.166 4.194
C19 0.233 -2.304 -1.834
C20 3.753 0.168 0.044
H33 2.501 -1.114 4.048
H34 -3.083 1.647 -0.392
H35 3.656 -1.230 -4.733
O6 0.543 -1.139 -1.588
H36 2.733 1.735 -5.717
H37 2.263 1.865 4.245
H38 1.913 -1.548 -4.692
H39 -0.437 -2.963 3.981
H40 5.026 1.717 0.800

Entry 6:
This record from the OMol25 dataset describes a cluster of 8 separate species, C20H40N12O4 in total at a distorted geometry. The level of theory is ωB97M-V with the def2-TZVPD basis set.

The HOMO-LUMO gap is 8.0 eV. The multiplicity is 1. As for the SMILES: c1cc[nH]c1.c1cc[nH]c1.NC(N)=O.NC(N)=O.NC(N)=O.NC(N)=O.CCCC#N.CCCC#N. The HOMO energy comes out at -7.93 eV. As for the total energy: -47462.301 eV.

Cartesian coordinates (Å):
H1 0.888 -4.592 -2.114
C1 3.090 2.365 2.054
H2 1.752 -2.246 4.908
H3 0.003 -1.379 1.982
H4 1.464 -1.065 2.896
C2 4.152 0.410 -1.669
H5 -0.449 -6.289 1.467
C3 0.575 -6.643 -1.492
H6 7.411 -0.363 -4.244
C4 0.555 -5.259 -1.333
C5 -7.423 2.625 -0.330
H7 6.156 -1.254 -2.546
H8 2.774 0.918 3.449
H9 -7.591 1.173 -1.710
H10 -2.797 -0.070 -5.441
N1 -2.125 1.027 -2.524
H11 -2.014 0.730 -1.564
H12 -1.850 1.287 -4.864
N2 0.959 -2.798 4.661
C6 -6.760 1.760 -1.312
H13 0.939 -7.141 -2.376
H14 0.738 -3.607 5.216
H15 5.046 2.858 1.774
H16 7.443 -0.390 -1.753
C7 -0.257 -0.952 -0.529
C8 -1.295 -0.814 0.317
H17 1.384 0.279 -0.965
C9 -0.071 1.026 0.448
H18 0.376 1.974 0.718
C10 5.593 0.612 -1.452
H19 -2.340 2.955 1.917
O1 -3.265 -0.872 -3.071
N3 4.432 2.221 2.250
H20 -1.749 1.944 -2.669
H21 -2.365 4.202 3.757
O2 -0.819 -3.197 3.222
C11 6.501 -0.252 -2.287
H22 -0.110 -4.002 0.431
H23 1.428 1.280 2.321
N4 -7.953 3.291 0.439
H24 5.754 1.686 -1.554
O3 -0.063 5.124 1.787
H25 4.690 1.779 3.111
H26 7.333 1.311 -3.548
C12 -2.699 0.163 -3.413
N5 -1.858 3.703 1.457
H27 5.707 0.373 -0.390
C13 -1.051 4.550 2.190
C14 -4.534 1.887 0.037
H28 0.016 -1.786 -1.154
H29 -1.708 3.634 0.467
N6 0.574 -1.515 2.809
N7 0.492 0.196 -0.477
H30 -4.899 2.313 0.971
H31 -1.125 5.443 3.998
C15 0.183 -2.585 3.570
C16 0.039 -4.936 -0.082
C17 0.151 -7.192 -0.326
N8 -0.198 -6.166 0.502
H32 -1.724 0.730 1.882
H33 -6.376 2.292 -2.183
C18 -5.604 0.995 -0.620
C19 -1.238 0.450 0.962
H34 5.926 0.559 -4.232
H35 -4.219 2.670 -0.652
H36 -5.934 0.283 0.139
C20 6.832 0.348 -3.658
O4 2.582 3.235 1.353
H37 -5.256 0.313 -1.400
N9 -2.451 0.507 -4.696
H38 -3.736 1.187 0.283
N10 2.331 1.456 2.734
H39 -2.037 -1.587 0.457
H40 0.205 -8.206 0.035
N11 3.018 0.330 -1.817
N12 -1.548 4.700 3.472